No. 1
Formula: C2HO4P
Source: OMol25
Level of theory: ωB97M-V/def2-TZVPD

- molar mass (g/mol) = 120.00
- orbital gap (eV) = 6.1
- charge = -2
- DFT total energy (eV) = -19565.6678
- lowest unoccupied orbital energy (eV) = 7.284

Each line ends with the natural charge from an NBO analysis.
Positions of all 8 atoms, in Å:
1 C -0.12362 -1.42218 -1.24973  -0.144
2 C 0.29685 -0.42996 -0.19734  -0.471
3 O 1.90552 1.30243 1.42555  -1.181
4 O -0.58896 0.30494 0.71296  -0.884
5 O 0.45884 2.45334 -0.37158  -1.176
6 O -1.45636 -1.93581 -0.71502  -0.844
7 P 0.86214 1.14570 0.28422  2.235
8 H -1.35442 -1.41846 0.11093  0.466

---

No. 2
Formula: C37H37BrF10N5O2PS2Sb2Tl
Source: OMol25
Level of theory: ωB97M-V/def2-TZVPD

- molar mass (g/mol) = 1396.63
- orbital gap (spin up / spin down) (eV) = 7.8 / 4.2
- multiplicity = 2
- <S²> = 0.777
- DFT total energy (eV) = -196458.5965
- lowest unoccupied orbital energy (spin up / spin down) (eV) = -0.084 / -3.638

Each line ends with the Löwdin spin population.
Positions of all 98 atoms, in Å:
1 Tl -7.43250 -16.94706 10.83216  -0.002
2 F -8.54394 -17.48582 1.92436  0.000
3 C -8.94073 -17.48433 3.23447  0.000
4 C -10.11147 -18.19412 3.54382  0.000
5 F -10.80893 -18.80238 2.54599  0.000
6 C -10.45791 -18.38600 4.89264  0.000
7 F -11.51228 -19.20484 5.22560  0.000
8 C -9.79654 -17.67224 5.91439  0.000
9 P -10.05997 -17.76448 7.68363  0.000
10 C -11.75015 -17.08231 7.98590  0.000
11 C -12.91163 -17.83834 7.72064  0.000
12 C -14.14462 -17.29484 8.10050  0.000
13 C -14.24221 -15.98653 8.55666  0.000
14 C -13.08037 -15.24294 8.84216  0.000
15 C -11.85004 -15.84103 8.60667  0.000
16 C -10.21378 -19.57220 7.96453  0.000
17 C -9.62478 -20.50594 7.09370  0.000
18 C -9.75830 -21.85112 7.36197  0.000
19 C -10.50236 -22.26616 8.46316  0.000
20 C -11.04692 -21.35332 9.35649  0.000
21 C -10.92415 -19.99165 9.08997  0.000
22 C -8.73282 -16.82275 5.54191  0.000
23 Br -7.92557 -15.61545 6.76771  0.000
24 C -8.22856 -16.81742 4.25478  0.000
25 F -7.19308 -16.04970 3.97784  0.000
26 H -12.87018 -18.85806 7.36477  0.000
27 H -15.07797 -17.84780 7.98026  0.000
28 H -15.21239 -15.55432 8.76105  0.000
29 H -13.13989 -14.17949 9.17505  0.000
30 H -10.91925 -15.35572 8.88740  0.000
31 H -9.09691 -20.16269 6.20851  0.000
32 H -9.24700 -22.59939 6.75958  0.000
33 H -10.76712 -23.31846 8.62385  0.000
34 H -11.55296 -21.59114 10.28274  0.000
35 H -11.33815 -19.28033 9.74295  0.000
36 N -5.31823 -24.46052 13.37593  0.044
37 C -5.61918 -23.13247 13.49852  0.040
38 C -6.55777 -22.55861 12.60922  0.002
39 C -7.02321 -21.25920 12.81800  0.027
40 C -6.48772 -20.55603 13.87793  0.069
41 C -5.44811 -21.01474 14.67522  0.027
42 C -5.06935 -22.33442 14.53670  0.012
43 S -7.43491 -19.09443 14.32866  0.011
44 O -8.73386 -19.46924 13.85431  0.003
45 O -7.24067 -18.59084 15.66357  0.005
46 N -6.79515 -18.03497 13.25867  0.521
47 C -5.69508 -17.27121 13.62178  0.008
48 N -5.52595 -16.07774 13.00389  0.084
49 C -4.46018 -15.32996 13.34999  -0.013
50 C -3.51771 -15.72899 14.29754  0.090
51 C -3.72260 -16.98876 14.83181  -0.007
52 N -4.75116 -17.71717 14.48983  0.067
53 H -5.68888 -24.90759 12.55384  0.001
54 H -4.55022 -24.93836 13.84083  0.001
55 H -6.96105 -23.16267 11.78670  -0.001
56 H -7.79207 -20.76910 12.25662  0.000
57 H -5.00671 -20.23730 15.29774  0.001
58 H -4.40985 -22.75782 15.26810  0.000
59 H -4.47691 -14.35908 12.82061  -0.002
60 H -2.74617 -15.08601 14.66963  0.005
61 H -2.97266 -17.51770 15.44118  -0.001
62 F -9.41882 -18.62409 11.47874  0.000
63 Sb -10.77315 -17.65522 12.61254  0.000
64 F -9.33931 -16.90923 13.73153  0.009
65 F -11.38354 -19.21327 13.50741  0.000
66 F -12.04294 -16.45484 13.37068  0.000
67 F -11.98548 -17.95372 11.21956  0.000
68 F -10.14737 -16.14243 11.43714  0.000
69 S -9.59111 -12.17687 13.20869  0.000
70 C -8.34392 -11.42541 12.18175  0.000
71 C -7.53041 -12.37351 11.64769  0.000
72 N -7.91233 -13.65252 11.90352  0.000
73 C -8.97412 -13.71945 12.70414  0.000
74 H -8.31891 -10.33098 11.92631  0.000
75 H -6.68004 -12.26844 10.93167  0.000
76 H -9.36220 -14.65484 13.08768  0.000
77 C -1.93206 -13.90069 9.09144  0.000
78 C -1.73799 -15.35789 8.68257  0.000
79 Sb -3.75255 -16.24177 8.66971  0.000
80 C -3.73882 -16.42943 6.47601  0.000
81 C -2.51717 -17.17320 5.94446  0.000
82 C -3.47944 -18.30802 9.37156  0.000
83 C -2.04155 -18.70993 9.72296  0.000
84 H -0.94801 -13.46142 9.25909  0.000
85 H -2.47162 -13.76305 10.05312  0.000
86 H -2.43938 -13.27069 8.34399  0.000
87 H -1.16125 -15.96622 9.45980  0.000
88 H -1.26771 -15.47759 7.69991  0.000
89 H -3.69101 -15.39945 6.07212  0.000
90 H -4.70810 -16.91582 6.20395  0.000
91 H -1.58469 -16.60547 5.98298  0.000
92 H -2.75668 -17.29808 4.87715  0.000
93 H -2.33915 -18.16673 6.35781  0.000
94 H -3.88313 -18.94060 8.48278  0.000
95 H -4.21272 -18.51890 10.15352  0.000
96 H -1.25229 -18.40194 9.02003  0.000
97 H -2.00196 -19.80043 9.84098  0.000
98 H -1.72507 -18.22765 10.62415  0.000

---

No. 3
Formula: C16H26F4N4Sc
Source: OMol25
Level of theory: ωB97M-V/def2-TZVPD

- molar mass (g/mol) = 395.36
- orbital gap (eV) = 7.5
- charge = +3
- DFT total energy (eV) = -54518.4120
- lowest unoccupied orbital energy (eV) = -9.763

Each line ends with the natural charge from an NBO analysis.
Positions of all 51 atoms, in Å:
1 Sc -0.25116 -0.38823 0.20537  1.867
2 C -1.40212 -1.09956 3.00475  -0.595
3 C 0.08794 -1.39997 3.05086  -0.235
4 N 0.60743 -1.70435 1.68273  -0.536
5 C 0.27451 -3.09117 1.22379  -0.242
6 C -0.87239 -3.05716 0.20569  -0.611
7 C 2.04463 -1.33845 1.50533  -0.244
8 C 2.20991 0.17820 1.66988  -0.253
9 N 1.03154 0.82542 1.05405  -0.770
10 C 0.38002 1.92887 1.67150  0.026
11 C -0.90223 2.23050 1.23312  0.268
12 F -1.38844 1.36453 0.18311  -0.375
13 C -1.74811 3.18221 1.74313  0.367
14 F -2.95623 3.32568 1.22583  -0.262
15 C -1.28653 3.96410 2.78276  -0.308
16 C -0.00949 3.71985 3.25014  0.408
17 F 0.48600 4.44542 4.22703  -0.246
18 C 0.81433 2.72768 2.71671  0.302
19 F 2.04006 2.58286 3.21592  -0.274
20 H -1.73588 -0.60230 3.91407  0.288
21 H -2.01984 -1.98498 2.86006  0.242
22 H -1.65616 -0.38411 2.19983  0.144
23 H 0.29095 -2.25079 3.70214  0.244
24 H 0.63536 -0.54806 3.44235  0.229
25 H -0.00891 -3.71268 2.07153  0.255
26 H 1.16172 -3.54166 0.78305  0.239
27 H -1.84554 -2.84690 0.65532  0.255
28 H -0.94841 -3.99854 -0.33646  0.302
29 H -0.70452 -2.32369 -0.60874  0.113
30 H 2.34176 -1.66797 0.50067  0.207
31 H 2.68536 -1.87307 2.20965  0.268
32 H 3.13186 0.48812 1.17813  0.250
33 H 2.31256 0.44775 2.71561  0.244
34 H -1.89903 4.74771 3.21016  0.298
35 N -0.14051 0.10231 -5.09274  -0.494
36 C -0.93629 1.06690 -4.24628  -0.245
37 C -1.22102 0.45624 -2.88570  -0.261
38 N 0.01791 0.04771 -2.15759  -0.696
39 C 0.78782 -0.90170 -3.01325  -0.255
40 C 1.11977 -0.33762 -4.38701  -0.247
41 H 0.09928 0.54156 -5.98661  0.468
42 H -0.71279 -0.71192 -5.33410  0.445
43 H -1.85604 1.30622 -4.77676  0.278
44 H -0.33022 1.97003 -4.17251  0.243
45 H -1.85067 -0.43091 -2.98987  0.225
46 H -1.77639 1.18288 -2.29532  0.263
47 H 0.59621 0.88250 -2.03834  0.407
48 H 0.20271 -1.81916 -3.10538  0.225
49 H 1.72895 -1.16220 -2.52954  0.254
50 H 1.61173 -1.08153 -5.01067  0.276
51 H 1.75862 0.54341 -4.32740  0.245

---

No. 4
Formula: C3H4N2O2
Source: OMol25
Level of theory: ωB97M-V/def2-TZVPD

- molar mass (g/mol) = 100.08
- SMILES string = Oc1ccn(O)n1
- orbital gap (eV) = 9.6
- DFT total energy (eV) = -10246.3453
- lowest unoccupied orbital energy (eV) = 0.804

Each line ends with the natural charge from an NBO analysis.
Positions of all 11 atoms, in Å:
1 O -2.28084 -0.72853 -0.10197  -0.693
2 C -0.99472 -0.11658 -0.07852  0.374
3 C -0.66138 1.15632 0.16556  -0.354
4 C 0.76867 1.16881 -0.14624  -0.113
5 N 0.98827 -0.14641 0.04084  0.183
6 O 2.18072 -0.79291 -0.07442  -0.524
7 N 0.08051 -0.89119 -0.06022  -0.337
8 H -2.17896 -1.77877 0.18137  0.492
9 H -1.50885 1.96876 -0.04648  0.242
10 H 1.58569 1.87371 -0.21566  0.239
11 H 2.02091 -1.71321 0.33573  0.491

---

No. 5
Formula: C8H12
Source: OMol25
Level of theory: ωB97M-V/def2-TZVPD

- molar mass (g/mol) = 108.18
- SMILES string = C[C@H]1CC[C@]2(C)C=C12
- orbital gap (eV) = 8.9
- DFT total energy (eV) = -8486.5755
- lowest unoccupied orbital energy (eV) = 0.967

Each line ends with the natural charge from an NBO analysis.
Positions of all 20 atoms, in Å:
1 C -1.10300 -1.65104 0.21523  -0.617
2 C -0.55980 -0.67951 1.20908  -0.280
3 C 0.99748 -0.64271 1.14528  -0.368
4 C 1.41690 0.17965 -0.07781  -0.426
5 C 0.22478 1.03791 -0.45536  -0.113
6 C -0.21633 1.19383 -1.86491  -0.620
7 C -0.31393 1.91696 0.64137  -0.177
8 C -0.76304 0.68986 0.74843  0.071
9 H -0.74251 -1.54030 -0.82421  0.218
10 H -2.25099 -1.75469 0.08860  0.223
11 H -0.86954 -2.76123 0.45043  0.212
12 H -0.87778 -0.84703 2.19416  0.224
13 H 1.32816 -1.64405 1.07785  0.206
14 H 1.34528 -0.14164 2.06943  0.205
15 H 2.20430 0.80346 0.12251  0.211
16 H 1.66079 -0.62100 -0.77891  0.205
17 H -1.26365 0.96834 -2.00619  0.210
18 H 0.34728 0.41526 -2.45101  0.206
19 H -0.10572 2.19367 -2.28022  0.208
20 H -0.45867 2.88428 0.77624  0.202

---

No. 6
Formula: C4H11N2O
Source: OMol25
Level of theory: ωB97M-V/def2-TZVPD

- molar mass (g/mol) = 103.14
- orbital gap (spin up / spin down) (eV) = 6.9 / 6.8
- charge = +1
- DFT total energy (eV) = -9341.9998
- lowest unoccupied orbital energy (spin up / spin down) (eV) = -5.940 / -5.979

Each line ends with the natural charge from an NBO analysis.
Positions of all 18 atoms, in Å:
1 C -1.33932 0.84572 -0.44719  -0.059
2 C -1.37340 1.34761 -1.66557  -0.441
3 C 2.01867 -0.55393 -0.86971  -0.463
4 C 0.07867 -1.88503 1.89080  0.203
5 N 1.01291 -0.64036 0.24914  -0.255
6 N -1.05171 1.43589 0.84116  -0.886
7 O 0.97596 -1.75575 0.95714  -0.122
8 H -1.23449 2.41452 -2.07280  0.229
9 H 0.60197 0.28163 0.53630  0.443
10 H -1.63788 0.68926 -2.48846  0.223
11 H 1.60340 -0.02710 -1.78601  0.263
12 H 3.00426 -0.19006 -0.55868  0.229
13 H 2.29285 -1.66338 -1.10293  0.237
14 H -0.22886 -2.83291 2.22917  0.227
15 H -0.43116 -0.96076 2.19039  0.195
16 H -1.56891 -0.17771 -0.34126  0.181
17 H -0.97333 2.48982 0.89635  0.406
18 H -1.74964 1.18254 1.54216  0.387